Entry 1:
{"formula": "C12H32BrN4O4", "method": "ωB97M-V/def2-TZVPD", "total_charge": 3, "species": ["C", "C", "O", "N", "H", "H", "C", "H", "H", "H", "H", "H", "H", "C", "C", "O", "N", "H", "H", "C", "H", "H", "H", "H", "H", "H", "C", "C", "O", "N", "H", "H", "C", "H", "H", "H", "H", "H", "H", "C", "C", "O", "N", "H", "H", "C", "H", "H", "H", "H", "H", "H", "Br"], "positions_angstrom": [[8.085900, 8.456601, 20.131650], [6.816984, 8.447703, 19.331077], [6.644301, 8.555720, 18.168855], [5.496909, 8.099095, 20.156029], [4.729558, 7.950158, 19.488036], [5.679348, 7.253217, 20.646257], [5.155598, 9.067097, 21.228205], [8.163576, 7.474663, 20.621220], [8.095999, 9.271774, 20.847718], [8.946463, 8.562698, 19.366563], [4.468032, 9.924571, 20.882160], [6.070978, 9.591122, 21.570003], [4.716357, 8.505942, 22.095758], [8.915467, 9.957568, 13.283264], [9.952473, 8.885727, 12.918623], [9.539467, 7.980722, 12.195831], [11.332982, 9.070476, 13.087174], [10.969096, 12.618253, 18.227179], [11.558527, 9.931832, 13.528334], [12.266349, 8.462722, 12.283840], [9.405222, 10.788875, 13.868478], [8.239608, 9.491095, 13.984503], [8.561883, 10.467712, 12.395651], [12.529951, 9.252342, 11.561407], [11.731961, 7.744442, 11.576748], [13.097961, 7.988878, 12.771514], [13.841378, 5.324037, 4.213252], [12.960920, 6.481472, 4.193269], [11.992839, 6.727500, 3.500970], [13.306477, 7.692763, 5.200806], [13.265386, 8.429180, 4.497623], [12.431904, 7.830325, 5.812341], [14.393501, 7.819604, 6.163256], [14.411313, 5.204657, 5.178021], [14.637698, 5.648502, 3.521488], [13.350894, 4.416674, 3.893475], [13.987963, 7.407365, 7.083240], [14.582702, 8.856420, 6.302738], [15.298150, 7.342504, 5.932004], [5.981193, 6.267122, 8.943475], [7.213903, 6.727761, 8.110459], [7.734939, 6.118572, 7.230709], [7.708965, 8.129055, 8.355077], [7.902873, 8.143466, 9.379434], [8.681692, 8.096788, 8.010828], [6.980105, 9.396106, 7.962011], [5.300577, 7.095076, 9.082692], [6.404543, 5.874373, 9.891775], [5.364291, 5.516894, 8.460949], [7.516286, 10.156989, 8.472279], [5.979200, 9.314191, 8.335789], [7.150906, 9.453183, 6.905015], [11.097036, 7.780777, 7.651116]], "atomic_forces_ev_per_a": [[0.8, -0.2, -1.6], [-0.5, -0.3, -0.6], [0.1, 0.2, 0.5], [0.6, 1.0, -0.5], [0.3, 0.0, 0.1], [0.1, -1.3, 0.2], [-0.9, 2.0, 1.1], [0.2, 0.4, 0.1], [0.1, -0.1, 0.2], [-1.4, -0.1, 1.4], [0.9, -1.7, 0.3], [-0.5, -0.6, -0.1], [0.3, 0.7, -0.9], [2.8, 1.0, 2.1], [-0.1, 0.0, -2.5], [0.4, 0.1, 0.7], [-3.8, 0.7, 2.1], [0.1, 0.1, 0.0], [0.4, 0.5, 0.4], [-0.2, -1.2, -3.7], [-0.4, -0.7, -0.4], [-0.8, 0.1, -0.4], [-0.5, -0.6, -0.1], [1.0, -0.2, 0.1], [0.7, 0.5, 1.3], [0.4, 0.0, 0.3], [1.8, 0.4, 1.1], [-3.2, 1.0, -0.8], [2.8, -0.6, 2.0], [-1.9, -0.2, -1.0], [0.2, 0.5, 0.3], [0.5, -0.3, -0.9], [-0.7, -0.3, 1.0], [-0.9, 0.0, -0.8], [-0.1, -0.5, -0.2], [0.0, 0.0, -0.2], [0.3, 0.0, 0.2], [0.2, 0.9, 0.2], [1.1, -0.8, -0.8], [1.5, 0.5, 0.0], [-2.3, -1.5, -1.6], [0.0, 0.6, 0.9], [1.3, -0.4, 2.3], [-0.4, 0.2, -0.4], [0.2, 0.3, -0.7], [0.8, -1.6, 0.1], [0.1, 0.4, 0.5], [-0.6, 0.3, -0.3], [0.6, -0.3, -0.4], [0.3, 0.9, 0.3], [-0.6, 0.2, -0.3], [-0.6, 0.4, -0.5], [-0.2, 0.1, 0.1]], "nbo_charge": [-0.7492, 0.7354, -0.4284, -0.5890, 0.4602, 0.4379, -0.4574, 0.2726, 0.2696, 0.2844, 0.2681, 0.2333, 0.2626, -0.6953, 0.6610, -0.5784, -0.5055, 0.3968, 0.3960, -0.4457, 0.2051, 0.2501, 0.2521, 0.2253, 0.2548, 0.2405, -0.7502, 0.7379, -0.4446, -0.6473, 0.4412, 0.4729, -0.4296, 0.2565, 0.2869, 0.2953, 0.2350, 0.2389, 0.2337, -0.7284, 0.7058, -0.4180, -0.6166, 0.4350, 0.4759, -0.3851, 0.2346, 0.2633, 0.2848, 0.2300, 0.2337, 0.2472, -0.5454]}

***

Entry 2:
{"formula": "C2H3ClN4O", "method": "ωB97M-V/def2-TZVPD", "species": ["C", "C", "H", "H", "H", "N", "N", "N", "N", "O", "Cl"], "positions_angstrom": [[-0.132789, -0.107725, -0.113918], [-1.033653, -1.073870, -0.898726], [1.031605, 0.819375, 2.133117], [1.783641, 1.133851, 0.421385], [-1.260043, 1.459171, 0.802466], [0.774233, 1.376590, 1.182597], [-0.493763, 0.799666, 0.831290], [1.079842, -0.171894, -0.659398], [-0.197343, -1.698617, -1.667615], [1.114283, -1.189754, -1.540816], [-2.666013, -1.346793, -0.490382]], "atomic_forces_ev_per_a": [[-1.7, -1.0, -3.5], [4.3, 1.6, 1.8], [-0.4, 1.9, -2.9], [-4.8, 0.7, 2.6], [0.2, -0.2, -0.6], [3.9, -0.3, 3.0], [3.1, -0.8, -0.3], [-1.1, -0.2, 1.5], [-0.6, -1.1, -1.0], [-3.2, -0.3, 0.1], [0.5, -0.2, -0.6]], "nbo_charge": [0.2855, 0.0512, 0.3478, 0.4278, 0.4108, -0.7140, -0.4640, -0.2021, -0.1069, -0.1316, 0.0954]}

***

Entry 3:
{"formula": "C2HF3O2", "method": "ωB97M-V/def2-TZVPD", "smiles": "O=C(F)C(O)(F)F", "species": ["C", "C", "O", "O", "F", "F", "F", "H"], "positions_angstrom": [[-1.045858, 0.556427, 0.071170], [0.262312, -0.227236, 0.029766], [-1.289526, 1.701803, 0.094055], [1.384937, 0.467575, -0.060939], [-1.950375, -0.400327, 0.006637], [0.126521, -1.084581, 1.152874], [0.245218, -1.065487, -1.021622], [2.266773, 0.051827, -0.271943]], "atomic_forces_ev_per_a": [[0.4, 0.1, -0.5], [1.2, -1.9, 0.3], [0.2, 0.2, 0.2], [1.1, 1.4, 1.0], [-1.2, -0.1, 0.0], [0.9, 1.1, -0.8], [-0.6, -0.6, -0.5], [-1.9, -0.2, 0.4]], "nbo_charge": [0.7966, 0.8038, -0.4653, -0.6942, -0.3005, -0.3486, -0.3226, 0.5307]}

***

Entry 4:
{"formula": "H22O11", "method": "ωB97M-V/def2-TZVPD", "species": ["O", "H", "H", "O", "H", "H", "O", "H", "H", "O", "H", "H", "O", "H", "H", "O", "H", "H", "O", "H", "H", "O", "H", "H", "O", "H", "H", "O", "H", "H", "O", "H", "H"], "positions_angstrom": [[0.260382, -1.747226, -1.878338], [0.760402, -2.562376, -1.836648], [0.175762, -1.470656, -0.965878], [2.287282, 0.034354, 0.633502], [1.685782, -0.101266, 1.365642], [3.139572, -0.244466, 0.968302], [0.929402, -2.170846, 0.950812], [0.283402, -2.556356, 1.542682], [0.507832, -1.378176, 0.618872], [0.102342, -0.396286, -0.231358], [-0.475968, -0.026496, -0.898458], [0.355932, 0.352554, 0.308252], [-1.917328, 0.196804, 1.432722], [-2.473168, -0.560586, 1.616142], [-1.135028, -0.173106, 1.023572], [-0.256548, -0.163626, 2.786822], [-0.178818, 0.362904, 1.991232], [-1.013108, 0.203104, 3.244362], [-1.638518, 1.993014, 0.111452], [-1.060348, 1.799094, 0.849242], [-1.713638, 1.162914, -0.359218], [-1.554968, 0.502674, -1.112978], [-0.917418, 0.536594, -1.826138], [-2.348818, 0.152474, -1.517208], [-0.431908, 0.527094, -2.609108], [-0.770718, -0.252246, -3.049638], [0.519192, 0.452484, -2.687158], [1.846562, 0.879844, -1.398028], [2.008322, 0.271564, -2.119188], [1.928212, 0.343914, -0.609148], [0.078012, 1.079604, 1.225772], [0.808382, 1.168774, 1.838022], [0.209532, 1.783954, 0.591092]], "atomic_forces_ev_per_a": [[0.4, -2.8, -3.6], [0.0, -0.3, -0.2], [0.4, -0.6, 0.2], [2.0, -0.1, 3.2], [0.6, -1.3, 0.3], [0.4, -0.2, -0.1], [1.0, -2.4, 1.4], [0.0, -0.2, 0.3], [-0.2, -0.4, 0.0], [1.6, -1.3, 1.1], [-0.1, -1.4, 1.4], [0.6, -1.4, -1.5], [-4.3, -1.6, -0.1], [-0.2, -0.2, 0.1], [-1.3, -1.2, -0.5], [2.2, -3.4, 5.8], [-2.7, -3.4, 3.9], [0.0, -0.2, 0.1], [1.0, 10.2, 4.6], [-4.0, 1.8, -0.2], [-1.6, 1.5, 2.3], [-12.5, -7.6, -0.7], [-1.2, 2.3, 2.4], [-0.5, -0.3, 0.2], [8.5, 0.5, -15.8], [0.1, -0.7, -0.6], [0.5, 0.4, 0.4], [0.3, 2.0, -3.3], [0.7, -0.2, -0.1], [0.3, -0.4, -0.2], [6.9, 9.8, -0.2], [1.1, 1.3, 0.8], [0.2, 1.8, -1.4]], "nbo_charge": [-1.0375, 0.4776, 0.4837, -0.9185, 0.4841, 0.5124, -0.9926, 0.4671, 0.4539, -0.9932, 0.4716, 0.4641, -0.9681, 0.4655, 0.4667, -0.9912, 0.4140, 0.4825, -1.0168, 0.4119, 0.4245, -0.8617, 0.4014, 0.4774, -0.7681, 0.5144, 0.5227, -0.9799, 0.4435, 0.4757, -0.8777, 0.5320, 0.5586]}

***

Entry 5:
{"formula": "C27H33BrInO16S", "method": "ωB97M-V/def2-TZVPD", "total_charge": -1, "species": ["C", "C", "Br", "C", "In", "C", "C", "C", "O", "C", "C", "C", "S", "O", "O", "O", "H", "H", "H", "H", "H", "H", "H", "H", "H", "H", "H", "H", "H", "H", "H", "H", "H", "H", "H", "H", "H", "C", "C", "C", "O", "C", "C", "C", "O", "O", "O", "H", "H", "H", "H", "C", "C", "C", "O", "C", "C", "C", "O", "O", "O", "H", "H", "H", "H", "C", "C", "C", "O", "C", "C", "C", "O", "O", "O", "H", "H", "H", "H"], "positions_angstrom": [[3.220309, -2.400194, -0.539262], [1.939702, -3.106082, -0.082021], [1.948331, -2.928326, 1.926994], [0.613011, -2.487931, -0.580028], [0.747537, -1.169991, -2.400387], [2.341872, 0.434729, -2.222160], [2.043671, 1.177472, -0.879049], [1.931767, 2.707302, -1.047751], [0.610248, 3.126725, -1.390843], [-1.193343, -0.000949, -2.618754], [-2.400536, -0.905961, -2.961055], [-3.152846, -1.481242, -1.745952], [-3.607637, -0.302359, -0.463864], [-4.969262, -0.579153, -0.056972], [-2.726328, -0.503552, 0.656857], [-3.591248, 1.207824, -0.994966], [4.065972, -2.933451, -0.078264], [3.279851, -1.381770, -0.135304], [3.385723, -2.420993, -1.623178], [2.041642, -4.168881, -0.330741], [-0.050649, -3.330209, -0.846454], [0.128968, -1.952805, 0.244428], [0.896640, -2.139277, -3.903316], [3.335279, -0.026922, -2.220966], [2.187592, 1.092777, -3.087535], [2.771599, 0.894838, -0.104355], [1.064124, 0.832620, -0.485417], [2.620739, 3.015148, -1.845592], [2.216463, 3.178567, -0.089619], [-0.018891, 2.444379, -1.125642], [-0.996984, 0.735267, -3.412299], [-1.297708, 0.574877, -1.687289], [-3.106299, -0.312943, -3.574989], [-2.034328, -1.692584, -3.638972], [-4.082042, -1.944737, -2.101116], [-2.526476, -2.266590, -1.302481], [-2.925247, 1.666137, -0.452309], [-8.935871, -1.645480, 0.812104], [-7.819711, -1.491085, 1.549311], [-7.787716, -1.866956, 3.006891], [-6.753239, -1.727797, 3.629066], [-9.013109, -2.380910, 3.610739], [-10.116469, -2.526864, 2.870050], [-10.141780, -2.177759, 1.410793], [-11.180752, -2.354147, 0.791603], [-11.262101, -2.991425, 3.379354], [-6.700097, -1.005632, 1.032907], [-8.973707, -1.382315, -0.235411], [-8.984975, -2.631783, 4.661982], [-11.893905, -2.998276, 2.634186], [-6.051843, -0.998052, 1.761881], [9.317796, -4.753032, 1.109208], [8.528048, -3.989350, 0.343604], [7.117817, -3.666482, 0.743849], [6.454809, -2.952863, 0.017574], [6.608258, -4.231042, 1.987677], [7.398169, -4.996931, 2.749786], [8.816030, -5.297330, 2.362907], [9.492733, -5.986272, 3.106870], [6.975851, -5.537738, 3.895820], [8.941833, -3.470990, -0.812335], [10.335520, -4.990946, 0.833279], [5.584173, -4.005038, 2.256521], [7.735828, -6.039058, 4.247227], [8.182488, -2.963093, -1.161158], [0.289266, 6.373439, -0.653716], [0.586498, 6.726953, 0.603104], [0.978800, 8.130740, 0.955624], [1.220306, 8.399808, 2.119456], [1.057274, 9.113036, -0.118034], [0.763416, 8.759679, -1.374548], [0.344670, 7.360416, -1.722856], [0.073130, 7.109911, -2.882568], [0.822911, 9.623200, -2.390658], [0.550820, 5.855539, 1.614641], [0.003693, 5.362305, -0.918323], [1.357669, 10.117597, 0.145129], [0.561912, 9.113176, -3.182516], [0.804341, 6.361088, 2.409600]], "atomic_forces_ev_per_a": [[0.6, -0.5, 1.0], [-0.3, 1.1, -0.8], [0.2, -0.5, 0.0], [0.3, -0.7, 0.0], [0.1, 0.2, -0.4], [-0.8, -0.6, 0.6], [-0.3, -0.1, -0.9], [0.3, -0.7, 0.9], [-0.1, 0.2, -0.2], [0.8, -0.4, 0.3], [0.1, 1.5, -0.3], [0.5, 0.0, -1.7], [-1.3, -2.0, 2.4], [1.7, 0.8, -2.4], [1.2, 1.1, -0.7], [0.4, -0.5, 0.2], [-0.1, 0.2, -0.3], [-0.2, -0.1, -0.4], [-0.4, 0.1, 0.2], [-0.2, 0.2, 0.4], [0.0, 0.3, 0.2], [0.0, 0.0, -0.3], [0.0, 0.0, 0.1], [-0.1, 0.4, -0.2], [0.3, -0.1, 0.2], [-0.1, 0.3, -0.2], [0.3, 0.2, 0.2], [-0.3, 0.2, 0.2], [0.0, 0.2, -0.3], [0.3, -0.1, -0.1], [-0.2, -0.3, 0.1], [-0.3, -0.2, -0.2], [-0.1, -0.3, 0.3], [-0.4, -0.2, 0.5], [0.1, 0.3, 0.4], [-0.2, 0.5, 0.5], [0.0, 0.0, -0.3], [-0.3, -0.1, 0.1], [0.1, 0.2, -0.5], [-0.2, -0.2, 0.4], [0.1, 0.1, -0.2], [0.2, 0.0, 0.0], [0.0, -0.1, 0.5], [0.3, 0.2, -0.6], [-0.2, -0.1, 0.3], [0.0, 0.1, -0.4], [-2.4, -0.8, 1.8], [0.1, 0.0, 0.0], [0.0, 0.0, 0.0], [0.0, 0.0, 0.0], [0.3, 0.1, -0.3], [0.0, -0.1, 0.2], [0.5, -0.1, -0.2], [-0.5, -0.1, 0.4], [0.4, 0.0, -0.2], [-0.1, 0.1, -0.1], [-0.5, 0.1, 0.1], [0.4, 0.0, -0.3], [-0.3, 0.0, 0.2], [0.4, -0.1, -0.1], [-0.4, 0.1, 0.2], [0.0, 0.0, 0.0], [0.0, 0.0, 0.0], [0.0, 0.0, 0.0], [0.0, 0.0, 0.0], [-0.1, 0.0, -0.2], [-0.1, -0.4, -0.2], [0.1, 0.4, -0.1], [-0.1, -0.3, 0.0], [0.0, 0.0, 0.2], [0.2, 0.5, 0.1], [-0.1, -0.6, 0.2], [0.1, 0.4, -0.1], [-0.1, -0.4, -0.1], [0.1, 0.5, 0.1], [0.1, -0.1, 0.0], [0.0, 0.0, 0.0], [0.0, 0.0, 0.0], [0.0, -0.1, 0.0]], "lowdin_charge": [-0.2149, -0.7505, 0.5527, -0.3488, 0.6262, -0.2874, -0.2844, -0.2686, -0.0975, -0.3038, -0.3302, -0.2166, 0.6427, -0.3185, -0.2891, -0.1481, 0.0314, 0.0559, 0.0705, 0.0787, 0.0235, -0.0009, -0.1046, 0.0062, 0.0233, 0.0953, 0.0777, 0.1113, 0.1032, 0.0609, 0.0377, -0.0088, 0.0977, 0.0867, 0.1022, 0.1053, 0.0952, 0.0709, -0.2101, -0.3071, 0.1204, 0.0685, -0.2412, -0.3287, 0.0841, 0.0977, 0.0601, 0.1346, 0.1321, 0.1146, 0.1228, 0.0687, -0.2349, -0.3031, 0.1162, 0.0873, -0.2360, -0.3191, 0.0969, 0.1090, 0.1111, 0.1326, 0.1341, 0.1161, 0.1224, 0.0845, -0.2323, -0.3177, 0.0984, 0.0674, -0.2380, -0.3079, 0.1148, 0.1032, 0.1114, 0.1187, 0.1317, 0.1181, 0.1164]}

***

Entry 6:
{"formula": "C6H10N3", "method": "ωB97M-V/def2-TZVPD", "total_charge": 1, "species": ["C", "C", "C", "C", "C", "C", "N", "N", "N", "H", "H", "H", "H", "H", "H", "H", "H", "H", "H"], "positions_angstrom": [[-2.413521, 0.515656, 0.470160], [-0.254870, -0.190659, -1.664815], [-1.183695, 1.112700, -0.085062], [0.548355, -0.691819, -0.391666], [0.397024, 0.330009, 0.626412], [1.622795, 1.366539, 0.588486], [-3.175463, -0.092591, 1.077153], [-1.086395, 0.670631, -1.391155], [0.020840, -1.958703, 0.070445], [-0.120166, -0.602789, -2.718192], [-1.066039, 2.250092, 0.131952], [1.517533, -0.816709, -0.692363], [0.097228, 0.115482, 1.638600], [1.537230, 1.737298, -0.422930], [2.412302, 0.827647, 0.977548], [1.558683, 2.308072, 1.174577], [0.508087, -2.779770, -0.508936], [-1.007839, -1.985213, -0.057856], [0.087916, -2.115880, 1.177648]], "atomic_forces_ev_per_a": [[1.1, 0.3, 0.8], [1.2, -1.8, -0.5], [2.3, 0.7, 2.6], [-1.3, 1.0, -0.7], [-1.9, 4.4, 0.4], [-4.1, 0.8, -0.2], [-0.3, -0.1, -0.2], [-1.3, 1.7, -2.2], [-0.2, -3.9, 1.3], [-0.1, 0.5, 1.5], [-0.5, -2.0, -0.8], [2.7, -0.5, -0.5], [0.1, -0.8, 0.3], [1.4, -0.2, -0.6], [2.3, -0.9, -0.1], [-0.6, -0.9, 0.1], [-1.6, 1.8, 1.9], [0.4, -0.2, -0.3], [0.5, 0.3, -3.0]], "nbo_charge": [0.2334, 0.1119, -0.1543, -0.1815, -0.2120, -0.6203, -0.2624, -0.3312, -0.6958, 0.2401, 0.2869, 0.2349, 0.2362, 0.2225, 0.2286, 0.2495, 0.4745, 0.4604, 0.4785]}

***

One value per record, in order, for LUMO energy: -13.646; 0.544; 0.443; 0.173; 0.007; -4.247 eV.
One value per record, in order, for F_max: 0.08502; 0.10671; 0.04373; 0.34918; 0.06498; 0.09377 Eh/bohr.